No. 1
57
Properties=species:S:1:pos:R:3:forces:R:3:lowdin_charge:R:1 method="wB97M-V/def2-TZVPD" total_charge=0 mol_weight_g_mol=1092.60 relative_energy_kcal_mol=0.00
O 16.139 20.780 4.306 0.1 -0.3 -0.3 0.1272
C 15.029 20.471 4.617 -0.2 0.4 -0.3 -0.4773
O 14.360 21.203 5.539 -0.1 0.2 0.4 0.0207
C 13.140 20.578 5.969 -0.1 0.8 -1.3 -0.1682
C 12.839 19.568 4.893 0.0 -2.3 -0.3 -0.2269
C 14.158 19.291 4.171 0.1 1.0 1.0 -0.0545
H 12.332 21.301 5.843 0.2 0.4 1.0 0.1254
H 13.303 20.210 6.978 -0.4 -0.1 0.0 0.1211
H 12.109 19.847 4.134 -0.1 0.6 0.4 0.0952
H 12.441 18.630 5.287 0.0 0.2 0.2 0.0462
H 13.927 19.278 3.111 0.9 -0.3 -0.2 0.1125
H 14.715 18.449 4.584 -0.3 -0.4 -0.6 0.1366
O 17.353 13.961 1.516 -0.3 0.2 0.1 -0.2733
S 16.207 14.124 0.681 0.4 2.0 0.0 0.6039
O 15.324 13.037 0.438 -0.4 -0.4 -0.2 -0.2782
O 15.340 15.386 1.289 1.2 -0.8 -0.3 -0.2720
C 13.992 15.508 0.801 -0.5 0.1 -0.2 -0.2756
C 13.376 16.772 1.366 1.1 -0.3 0.4 -0.1026
C 16.727 14.890 -0.889 -0.7 -1.0 1.2 -0.0963
H 13.494 14.626 1.206 -0.4 0.1 -0.6 0.1074
H 13.957 15.573 -0.292 0.2 -0.5 0.1 0.1210
H 13.181 16.495 2.400 -0.4 0.7 0.1 0.0093
H 12.508 17.118 0.814 -0.3 -0.4 0.1 0.0562
H 14.101 17.590 1.329 0.1 -0.1 0.1 0.0808
H 17.658 14.415 -1.178 0.0 0.0 -0.1 0.0672
H 16.844 15.947 -0.685 0.0 0.1 -0.2 0.0693
H 15.889 14.617 -1.526 0.3 0.4 -0.5 0.0596
O 10.218 16.268 0.199 1.1 0.1 0.0 -0.2927
S 8.855 15.922 0.316 -1.9 -1.1 -0.3 0.5487
O 7.855 16.887 0.655 0.2 0.3 0.3 -0.3180
O 8.437 15.331 -1.127 0.7 -0.2 0.9 -0.2476
C 7.115 15.521 -1.641 -1.1 0.5 -0.3 -0.2609
C 5.989 14.966 -0.780 0.6 -0.3 0.0 -0.0759
C 8.667 14.513 1.464 0.2 1.3 -0.4 -0.1013
H 7.139 15.028 -2.611 0.1 0.0 0.1 0.1229
H 6.911 16.582 -1.806 0.4 0.0 0.0 0.1194
H 5.779 15.651 0.037 0.0 -0.2 0.2 0.0645
H 6.320 13.988 -0.420 -0.3 0.0 0.2 0.0789
H 5.083 14.820 -1.365 0.0 0.1 -0.1 0.0820
H 7.601 14.341 1.585 0.0 -0.4 -0.4 0.0531
H 9.009 14.885 2.429 0.2 0.1 -0.1 -0.0099
H 9.290 13.690 1.131 -0.2 -0.2 -0.1 0.0775
C 9.656 17.275 8.302 0.1 1.0 1.4 -1.5649
Br 8.745 17.871 9.966 0.4 -0.2 -0.5 0.5416
Br 11.168 16.153 8.730 -0.5 -0.1 -0.3 0.6014
Br 10.292 18.845 7.348 -0.2 -0.5 0.2 0.5859
H 8.849 16.767 7.796 0.5 -0.2 -0.5 -0.0912
C 6.434 17.797 5.301 -0.5 0.7 -0.9 -1.5312
Br 4.734 18.586 5.909 0.7 -0.5 -0.3 0.5533
Br 7.728 19.233 4.949 -0.7 -0.7 0.1 0.5157
Br 6.209 16.694 3.667 -0.2 0.7 0.9 0.5368
H 6.806 17.160 6.089 0.0 0.0 0.0 -0.0806
C 10.736 16.012 4.868 -0.6 -0.6 -1.0 -1.4513
Br 8.917 15.378 5.403 1.2 0.3 -0.1 0.5927
Br 10.638 17.236 3.352 -0.4 -0.2 0.9 0.6802
Br 11.745 14.466 4.259 0.0 0.2 0.4 0.6138
H 11.236 16.456 5.718 -0.1 0.1 0.0 -0.0775



No. 2
8
Properties=species:S:1:pos:R:3:forces:R:3:lowdin_charge:R:1 method="wB97M-V/def2-TZVPD" total_charge=0 mol_weight_g_mol=114.06 relative_energy_kcal_mol=35.27 multiplicity=3
O -1.242 0.259 0.817 -2.0 0.9 -0.6 -0.3775
O 1.012 0.946 1.400 0.6 1.1 0.1 -0.3261
O 0.812 -0.831 -0.833 -0.6 -0.9 -2.7 -0.8097
P 0.167 -0.403 1.143 -0.1 -0.5 2.6 0.7193
S -0.331 -1.501 -1.708 1.1 0.8 0.1 0.7599
H -1.599 1.000 0.268 1.2 -0.9 0.5 0.0936
H 1.968 0.926 1.292 -0.1 -0.2 -0.1 0.0520
H -0.788 -0.397 -2.379 0.0 -0.3 0.2 -0.1115



No. 3
15
Properties=species:S:1:pos:R:3:forces:R:3:lowdin_charge:R:1 method="wB97M-V/def2-TZVPD" total_charge=0 mol_weight_g_mol=96.13 relative_energy_kcal_mol=82.35
C 1.941 0.320 -0.896 -0.6 0.6 0.0 -0.0778
C 0.760 0.591 0.071 -1.3 1.4 1.1 -0.2441
N -0.011 -0.633 0.335 -0.5 0.5 -0.2 -0.1158
C -0.946 -0.231 1.315 -0.7 -2.6 0.5 -0.1612
C -2.173 -0.451 0.765 -0.3 0.9 0.7 -0.1327
N -2.105 -0.677 -0.593 0.7 -0.1 0.2 0.0960
C -0.828 -0.697 -0.803 -0.2 -1.3 -0.4 -0.2087
H 2.531 1.233 -0.985 0.0 0.0 -0.2 0.0671
H 2.597 -0.441 -0.423 -0.6 0.4 -0.1 0.0902
H 1.667 -0.045 -1.890 0.0 0.2 0.2 0.0579
H -0.423 1.265 0.395 3.0 0.4 -2.6 0.2090
H 1.198 1.049 0.941 0.5 -0.7 0.8 0.0800
H -0.633 -0.128 2.348 -0.1 0.2 -0.2 0.1228
H -3.139 -0.358 1.218 -0.2 0.1 0.3 0.0976
H -0.435 -0.796 -1.799 0.4 0.0 0.0 0.1197



No. 4
16
Properties=species:S:1:pos:R:3:forces:R:3:lowdin_charge:R:1 method="wB97M-V/def2-TZVPD" total_charge=0 mol_weight_g_mol=102.20 relative_energy_kcal_mol=83.07
C -1.820 -0.730 -0.641 0.9 -0.1 0.5 -0.1408
C -1.307 -0.045 0.765 -2.5 1.8 0.6 -0.3158
C 0.197 0.062 0.897 1.9 0.7 0.0 -0.5477
C 0.956 0.854 -0.269 0.1 -0.2 0.3 -0.3187
C 2.213 -0.076 -0.179 -4.2 0.1 -6.9 -0.4607
H -1.349 -1.819 -0.708 -1.8 2.1 0.1 0.0534
H -1.175 -0.159 -1.448 -1.9 -1.0 1.4 0.0635
H -3.039 -0.600 -0.790 3.5 -0.6 0.3 0.1147
H -1.788 -0.291 1.802 0.6 -0.6 -2.1 0.1177
H -1.739 1.024 0.661 0.9 -1.2 0.1 0.1094
H 0.763 0.386 2.012 -2.2 -0.9 -3.2 0.1819
H 1.169 1.930 -0.191 -0.2 -0.1 0.5 0.0963
H 0.589 0.730 -1.351 -0.2 -0.1 2.0 0.1003
H 2.826 0.190 0.560 3.1 0.9 2.3 0.0091
H 2.393 -0.002 -1.372 1.5 -0.9 3.1 0.1286
S 1.112 -1.454 0.252 0.3 0.1 0.9 0.8088



No. 5
69
Properties=species:S:1:pos:R:3:forces:R:3:lowdin_charge:R:1 method="wB97M-V/def2-TZVPD" total_charge=+1 mol_weight_g_mol=750.70 relative_energy_kcal_mol=0.00
Sn 1.640 2.141 0.266 -0.1 0.3 0.0 1.4039
C -0.098 4.112 0.701 0.0 0.1 0.0 -0.2120
C 0.192 3.403 1.889 0.1 -0.1 0.0 -0.2489
C 1.544 3.695 2.246 0.0 -0.1 0.0 -0.2484
C 2.056 4.604 1.283 -0.1 0.2 0.1 -0.2140
C 1.050 4.852 0.342 -0.1 0.2 0.1 -0.1986
H -1.069 4.187 0.236 0.0 -0.2 -0.1 0.1105
H -0.524 2.877 2.503 0.1 -0.2 -0.1 0.1130
H 2.011 3.442 3.186 0.1 -0.1 -0.1 0.1054
H 3.015 5.095 1.333 0.1 -0.2 -0.1 0.1104
H 1.107 5.556 -0.475 0.1 -0.1 -0.1 0.1105
N -4.950 -1.358 1.064 0.2 0.1 -0.2 0.1705
C -5.854 -2.090 1.792 0.1 -0.2 0.4 -0.1845
C -7.201 -2.389 1.603 0.0 0.0 -0.1 -0.0167
C -7.799 -3.171 2.566 0.0 0.0 0.0 -0.0772
C -7.090 -3.640 3.687 0.0 0.0 0.1 -0.0792
C -5.759 -3.347 3.873 0.0 0.0 0.0 -0.0064
C -5.127 -2.559 2.906 -0.4 0.1 -0.3 -0.2194
N -3.830 -2.123 2.832 0.4 0.1 0.0 0.1846
C -3.752 -1.416 1.733 -0.4 -0.3 0.2 -0.2819
C -2.524 -0.777 1.294 0.4 0.2 -0.2 -0.1083
C -1.354 -0.985 2.033 -0.2 -0.1 0.0 0.0237
C -0.189 -0.371 1.639 0.1 0.0 -0.1 -0.1134
N -0.111 0.423 0.561 -0.1 0.0 0.2 -0.0889
C -1.223 0.620 -0.151 0.2 0.1 -0.1 -0.1485
C -2.435 0.047 0.169 -0.2 -0.2 0.1 0.0171
H -5.140 -0.889 0.197 0.0 0.0 0.0 0.1550
H -7.752 -2.023 0.746 0.0 0.0 0.0 0.1118
H -8.845 -3.430 2.463 0.0 0.0 0.0 0.1074
H -7.611 -4.243 4.418 0.0 0.0 0.0 0.1060
H -5.207 -3.700 4.734 0.0 0.0 0.0 0.1153
H -1.393 -1.618 2.907 0.0 0.0 0.0 0.1211
H 0.732 -0.511 2.191 0.0 0.0 0.0 0.0985
H -1.130 1.273 -1.012 0.0 0.0 0.0 0.1103
H -3.298 0.260 -0.448 0.0 0.0 0.0 0.1152
Br -1.289 4.351 -5.446 0.1 -0.1 0.1 0.7593
C -0.253 2.950 -4.699 -0.1 0.1 0.0 -0.6863
C 0.999 3.224 -4.176 0.1 0.1 0.0 -0.1159
C 1.760 2.195 -3.642 0.0 -0.1 0.0 -0.0558
C 1.276 0.888 -3.622 -0.1 0.0 -0.1 -0.2027
C 0.009 0.639 -4.155 0.0 0.0 0.1 -0.0272
C -0.757 1.658 -4.695 0.0 0.1 0.0 -0.1141
H 1.386 4.233 -4.206 0.0 0.0 0.0 0.1069
H 2.746 2.417 -3.253 0.0 0.0 0.0 0.1118
H -0.369 -0.375 -4.182 0.0 0.0 0.0 0.1206
H -1.725 1.451 -5.130 0.0 0.0 0.0 0.1061
Cl 5.946 -2.061 -0.020 0.0 0.1 0.1 0.7825
C 4.905 -1.215 1.051 -0.1 0.0 0.2 -0.6144
C 4.995 -1.414 2.422 0.1 0.0 -0.1 -0.0533
C 4.196 -0.653 3.256 0.0 0.0 0.1 -0.0289
C 3.316 0.253 2.697 -0.1 0.0 0.0 -0.1472
N 3.182 0.397 1.377 0.0 0.0 0.1 -0.0740
C 3.961 -0.320 0.565 0.0 0.0 -0.1 -0.1538
H 5.689 -2.141 2.821 0.0 0.0 0.0 0.1224
H 4.254 -0.764 4.330 0.0 0.0 0.0 0.1202
H 2.684 0.880 3.317 0.0 0.0 0.0 0.1096
H 3.832 -0.180 -0.505 0.0 0.0 0.0 0.0959
N 4.795 -4.687 -1.768 0.0 0.1 0.0 0.1748
C 4.253 -3.715 -2.053 0.0 -0.3 0.0 -0.2356
C 3.531 -2.528 -2.399 -0.2 0.2 -0.1 -0.2585
C 4.142 -1.515 -3.136 0.1 -0.1 0.1 -0.0276
C 3.426 -0.386 -3.488 0.0 0.1 0.0 -0.0107
C 2.085 -0.253 -3.132 -0.1 -0.1 0.1 -0.1868
C 1.487 -1.267 -2.375 0.1 0.1 -0.1 -0.0301
C 2.198 -2.396 -2.010 0.1 0.0 0.0 -0.0137
H 5.176 -1.629 -3.434 0.0 0.0 0.0 0.1267
H 3.900 0.376 -4.094 0.0 0.0 0.0 0.1243
H 0.448 -1.173 -2.090 0.0 0.0 0.0 0.1057
H 1.733 -3.184 -1.432 0.0 0.0 0.0 0.1263



No. 6
71
Properties=species:S:1:pos:R:3:forces:R:3:lowdin_charge:R:1 method="wB97M-V/def2-TZVPD" total_charge=-2 mol_weight_g_mol=743.40 e_tot_ha=-8011.65143 multiplicity=2
Co -1.160 -0.399 -0.255 0.4 -0.1 -0.1 0.1537
O -0.543 -3.689 1.841 0.0 -0.2 0.0 -0.1176
C -1.388 -4.629 1.219 0.0 0.0 0.0 -0.2828
C -1.425 -4.569 -0.320 0.0 0.0 0.0 -0.5721
C -1.866 -5.957 -0.811 0.0 0.0 0.0 -0.2406
O -3.104 -6.433 -0.263 0.1 0.0 0.0 -0.0854
C -0.001 -4.373 -0.885 -0.1 0.0 0.1 -0.5725
Se 0.661 -2.531 -1.132 0.0 0.0 0.0 0.5477
C -2.444 -3.540 -0.862 0.0 0.0 0.0 -0.5419
Se -2.908 -1.978 0.242 -0.1 0.1 0.1 0.6490
H -0.770 -2.817 1.481 0.0 0.1 0.0 -0.0244
H -2.412 -4.526 1.613 0.0 0.0 0.0 0.0935
H -1.011 -5.614 1.519 0.0 0.0 0.0 0.1224
H -1.086 -6.685 -0.557 0.0 0.0 0.0 0.1155
H -1.967 -5.936 -1.902 0.0 0.0 0.0 0.1175
H -3.444 -5.751 0.323 0.0 0.0 0.0 0.0614
H 0.053 -4.873 -1.857 0.0 0.0 0.0 0.0385
H 0.702 -4.882 -0.222 0.0 0.0 0.0 0.0446
H -3.405 -4.032 -1.027 0.0 0.0 0.0 0.0399
H -2.096 -3.183 -1.832 0.0 0.0 0.0 0.0310
O 0.592 0.520 -0.846 -0.3 0.1 0.1 -0.1795
C 1.430 1.456 -1.036 0.0 0.0 -0.1 -0.3711
C 2.598 1.175 -1.822 -0.1 -0.1 0.1 -0.0268
C 3.542 2.125 -2.125 0.0 0.1 0.0 -0.1332
C 3.404 3.443 -1.669 0.0 -0.1 0.0 -0.1550
C 2.300 3.743 -0.895 0.0 0.0 0.1 -0.0961
C 1.324 2.800 -0.551 0.2 0.1 0.0 -0.0977
C 0.206 3.228 0.293 -0.2 0.1 -0.1 -0.2963
N -0.403 2.547 1.235 0.2 0.1 0.2 0.1207
C -1.384 3.365 1.730 0.0 0.0 0.1 -0.1637
C -1.371 4.569 1.096 0.0 0.0 0.0 -0.1204
N -0.344 4.480 0.184 0.0 -0.1 0.0 0.0903
H 2.687 0.154 -2.174 0.0 0.0 0.0 0.0984
H 4.401 1.848 -2.728 0.0 0.0 0.0 0.0856
H 4.145 4.199 -1.897 0.0 0.0 0.0 0.0719
H 2.211 4.750 -0.496 -0.1 0.0 0.0 0.0931
H -2.068 3.014 2.487 0.0 0.1 0.0 0.0934
H -2.003 5.438 1.170 0.0 0.0 0.0 0.0900
H -0.141 5.136 -0.546 0.0 0.0 -0.1 0.1384
O -4.217 2.328 -4.402 0.0 -0.1 -0.2 0.0806
C -3.416 1.425 -4.911 0.0 0.0 -0.1 -0.5428
O -3.311 1.230 -6.111 0.0 0.0 0.0 0.0341
C -2.635 0.638 -3.930 0.1 -0.2 -0.2 -0.0574
C -1.756 -0.384 -4.249 0.0 0.0 0.0 -0.0046
N -1.254 -0.852 -3.100 0.0 -0.2 -0.1 0.0292
N -1.763 -0.194 -2.062 0.3 -0.4 -0.1 -0.0317
C -2.595 0.711 -2.523 -0.1 0.3 0.1 -0.1163
C -3.208 1.636 -1.505 0.0 0.1 0.4 -0.5506
O -4.040 2.495 -1.944 0.3 -0.5 0.2 -0.0122
O -2.812 1.472 -0.338 -0.2 0.1 -0.4 -0.0147
H -4.156 2.321 -3.350 -0.2 0.5 0.1 0.0327
H -1.478 -0.785 -5.208 0.0 0.0 0.0 0.1263
H -0.568 -1.614 -2.866 -0.1 0.3 0.1 0.0129
N -0.342 -0.446 1.515 -0.2 -0.4 -0.1 0.1591
C 0.551 -0.100 2.144 -0.1 0.4 0.2 -0.1989
N 1.587 0.393 2.788 0.2 -0.3 -0.1 -0.0740
C 2.913 0.178 2.204 0.0 0.0 0.0 -0.1245
C 3.755 1.421 2.439 0.0 0.0 0.0 -0.1750
C 3.782 1.778 3.925 0.0 0.0 0.0 -0.2112
C 2.364 1.949 4.469 0.0 0.0 0.0 -0.1862
C 1.526 0.704 4.205 0.0 0.1 0.0 -0.1519
H 2.786 -0.024 1.142 0.0 0.0 0.0 0.1252
H 3.381 -0.702 2.667 0.0 0.0 0.0 0.1277
H 3.322 2.242 1.860 0.0 0.0 0.0 0.1144
H 4.765 1.250 2.059 0.0 0.0 0.0 0.1114
H 4.360 2.690 4.089 0.0 0.0 0.0 0.1019
H 4.287 0.976 4.480 0.0 0.0 0.0 0.1067
H 1.884 2.797 3.972 0.0 0.0 0.0 0.1162
H 2.382 2.154 5.543 0.0 0.0 0.0 0.1038
H 0.484 0.864 4.477 0.0 0.0 0.0 0.1276
H 1.906 -0.143 4.795 0.0 0.0 0.0 0.1229